An isolated ion of composition C2H9N2 and charge +1, computed with ωB97M-V with the def2-TZVPD basis set.

Geometry as ORCA input:
```
! RIJCOSX wB97M-V def2-TZVPD def2/J DEFGRID3
* xyz 1 1
H -0.0754 1.4880 0.3696
H -0.6512 0.5871 -1.9611
H 1.4052 0.5816 0.2655
H -0.6125 -0.0906 2.2901
H -1.3994 -0.6528 -0.0284
C 0.3662 0.5115 0.5919
N 0.3340 0.1276 1.9896
H -0.4953 -0.9992 -2.3001
C -0.3373 -0.5672 -0.2064
H 0.6248 0.8869 2.5941
H 0.1702 -1.5239 -0.0463
N -0.1599 -0.2632 -1.6762
H 0.8305 -0.0859 -1.8823
*
```

HOMO-LUMO gap: 9.76 eV
HOMO: -13.71 eV
DFT total energy: -5193.3286 eV
Structure (SMILES): NCC[NH3+]
Energy above the lowest of the compared OMol25 structures with the same formula, charge and spin: 14.42 kcal/mol